Record 1
216
Properties=species:S:1:pos:R:3 method="wB97M-V/def2-TZVPD" homo_ev="-8.422 / -8.422" s2=0.76 homo_lumo_gap_ev="7.57 / 1.77" multiplicity=2 charge=0
H -0.30198 -0.95151 -4.45946
O 0.91000 -7.30348 0.69132
H 3.06338 -5.80710 0.75488
O -0.16039 2.17426 -5.60725
H 3.27972 -2.33820 -0.29346
H -3.62934 3.99480 0.36377
O -2.88125 3.09412 -4.76159
H -1.42720 -4.79397 4.16965
H -7.03288 -1.28569 3.70530
N 3.16086 2.54359 -5.77366
H -7.24333 -2.24738 0.20642
N -4.59599 -0.03124 -1.18522
H 1.88121 -7.32575 5.18405
H -1.37916 -8.48103 -2.23751
H -3.77053 -7.28620 -3.63087
H -1.50308 5.54899 -1.45133
H -6.79349 -1.08497 -3.53582
H -4.83722 1.61818 -0.47644
H 2.86942 5.06179 -5.33698
H 1.86889 4.28793 -4.11144
O 2.55645 2.73248 -0.76149
C -2.49555 -5.87918 -2.75099
H 0.17412 -5.37173 2.35866
H 0.88200 -3.48391 4.56419
N 7.03903 6.00795 4.08591
H 5.80450 5.10260 5.51690
H 3.78386 1.10934 5.40179
C -0.55903 5.01861 1.85067
H -1.49702 -5.81437 -2.31874
H 2.08667 6.45671 -2.22879
H 4.44379 6.81446 6.11985
C -1.10152 -1.30560 -1.87419
H 4.42417 -2.92321 -2.42110
O -4.10640 -0.99426 1.76774
H 2.93465 -5.15759 -0.91948
H -2.75657 -2.55137 2.09461
O 5.05667 -3.36190 -0.43111
H 2.17575 2.54528 -5.55084
H 5.58205 -0.59205 -3.13552
H 4.44501 2.00236 2.82825
H -0.82329 0.43436 3.11922
H -1.38194 -3.29277 3.67331
H -6.15042 -3.97977 -1.85335
H 3.78001 5.67493 -0.50533
O -6.71466 -1.98851 -1.69585
H -2.13574 -8.17084 -5.10658
N -1.32402 -4.24112 3.33072
H 3.90588 3.48123 1.96626
H -0.77513 5.03609 4.07029
H -3.05033 -8.60174 -1.79477
H 3.67186 -3.18776 2.03193
C 5.69254 5.83458 4.71704
B 0.38035 -0.08737 -0.76982
C 0.01505 -4.38246 2.78779
C 5.03947 0.25748 -2.72077
H 1.69055 0.83898 4.22688
H -2.08866 -0.98328 1.66913
C -1.15518 4.50448 3.19791
H 3.41635 5.02045 -3.62727
O 0.41625 0.35215 0.63180
O 1.04816 -5.46996 4.71262
H -2.92638 3.99459 2.56323
H -2.34138 -4.35612 -0.59440
C -5.49770 0.09454 -2.32592
H 1.07465 -6.85562 -1.34218
C 4.24009 -2.34179 1.64524
O -4.88641 2.48148 -0.05944
H -1.61321 1.31672 4.50290
O 0.24337 -3.42647 -1.69457
C -4.77838 0.87785 -3.37044
C 5.27097 7.09228 5.46663
N -1.88600 -7.36064 -4.55767
H -2.57568 -5.03903 -3.44080
H 5.02541 7.93833 4.82476
O 4.68151 1.13878 -3.83467
H -1.96399 -0.41631 4.05210
H -2.55062 -2.46176 -4.10950
C 2.82977 6.10356 -0.18685
H -1.44252 2.51649 0.81549
C -2.38393 -8.54374 -2.65539
H -0.91899 3.45603 3.37975
C 1.08728 -4.32729 3.90490
C 4.70005 5.16042 3.78675
C 4.30831 -2.27998 0.06251
C -5.22662 -1.83748 1.51581
H -5.46335 1.25859 -4.12804
H 2.60871 -1.35354 2.69370
H 0.13278 -2.29198 2.01292
C -0.49094 -1.42807 -5.42138
H -1.12493 4.05710 -4.40421
C -7.03143 -3.34303 -1.93384
H -4.00526 -4.54305 -0.07768
O -3.40973 -5.78348 -1.66845
O 1.20108 0.98863 -1.40702
H 4.01206 0.33100 6.96905
C 1.22340 -6.38915 -0.36833
H -1.34470 1.03625 -4.43871
C -2.70594 -7.24475 -3.40059
H 3.05726 1.78266 6.90068
C -0.07808 -0.14930 5.05150
H -0.66163 -3.42676 0.95887
O 1.17909 2.10533 1.88407
C 2.22514 7.02929 -1.31169
H 0.66838 8.51982 -1.61580
C -3.55038 2.96513 0.01502
H 3.68812 -0.29302 1.72419
H -5.31373 -1.89558 -3.21699
H -0.99307 6.78458 -2.62454
H -3.91134 0.31358 -3.71387
C 3.99168 2.28805 -3.47450
C -6.06922 -1.26940 -2.74240
C 0.15950 -3.32581 1.66856
H 4.07207 -0.07312 -2.34270
O 0.04471 -0.46924 -6.34600
H -7.86279 -3.71161 -1.33293
H -4.35927 1.80758 -2.98568
H 0.42051 4.54810 1.76568
H 5.08160 -4.47118 -2.08423
C -0.66538 6.15415 -1.79794
H 1.14304 8.22933 -0.00974
C -2.46594 2.14137 0.81943
H -3.55504 -3.74293 -1.61950
H 0.04264 -2.37549 -5.34527
H 0.69316 -0.94589 -6.86936
C 1.80259 -6.61879 4.35814
H -1.95508 -6.60952 -5.22933
C -2.90189 -1.67794 1.45891
H 0.28990 -1.13646 4.77183
H 0.25555 -0.29740 6.90071
H -6.39723 -0.14497 0.93414
H 3.03006 8.33137 -2.68207
H -2.85606 -1.92573 0.39844
H -6.33700 0.70672 -1.99592
N 5.58377 -2.60103 2.13213
H -5.09550 -0.72136 -0.64270
H -0.02369 1.29080 -5.95713
H -5.12487 -2.34582 0.55698
N -0.60218 -0.38952 6.37543
H -3.66145 -0.33431 -1.41946
H -3.77911 1.70274 2.12625
H 0.01182 -7.09336 0.95725
H 4.25939 -0.88129 3.17944
C 5.19928 -3.41666 -1.83474
H 6.05580 7.33353 6.18353
H 3.44052 1.58365 -5.63077
H -2.19356 -1.83501 -6.76785
H 3.23095 3.00717 3.52180
H -3.35690 3.92392 -4.67908
C 2.76590 -6.01824 -0.27226
H -3.20991 3.10376 -1.01112
H -2.44829 1.09493 0.51490
H 6.22102 -3.15859 -2.11319
C 3.62794 -1.18681 2.34516
O -0.26896 6.32550 1.92775
H 3.01153 1.89534 -3.20395
H 2.95230 -7.88573 -0.62305
O -2.00766 -1.76683 -2.56032
H 2.15189 5.29061 0.07331
H -2.65035 -0.77686 -5.47993
C 0.91111 7.70326 -0.93579
H 5.63890 0.84789 -2.02780
C -6.92333 -0.48923 2.96926
H -7.29456 -3.50864 -2.97856
C -0.72728 1.93372 -4.40080
H -0.34834 6.74185 1.06639
H 3.74919 5.27766 4.30658
C 1.04945 1.50280 0.80687
H -2.40564 -9.45495 -3.25316
O 1.02612 -1.37103 -0.93975
O -0.24288 6.89625 -0.69743
H 4.10798 7.53462 -2.01775
H 4.37063 2.87701 -2.63927
O 5.12105 3.80697 3.57187
H 1.11513 -3.46712 1.16369
N 3.25393 8.00434 -1.75307
H 0.95891 1.77688 5.57826
H -5.31920 -2.64282 2.24447
H 4.60532 5.65920 2.82221
H -1.20918 4.71969 1.02845
H 1.34444 -7.10251 3.49546
H -6.18808 0.13939 3.47160
O -0.94864 -0.09540 -1.37205
O -2.53515 -2.70766 -5.03735
H 0.12219 5.47607 -2.12664
H -1.94219 3.28580 -3.04482
C 3.77629 3.25793 -4.67016
H 0.00938 1.74389 -3.62016
H 0.66190 -5.45784 -0.29439
H 6.05929 -3.33055 1.62048
O -2.57092 4.66719 3.14877
C 2.89779 4.47734 -4.41735
C 1.70642 1.88364 -0.55166
C 1.22073 0.78533 5.20896
C 4.14903 3.04591 2.93552
C -1.21502 0.37132 4.13444
C -3.34897 -4.57590 -0.94734
H 4.62081 -1.33464 -0.38109
H 7.73804 6.14825 4.80130
H -8.45623 -1.37795 0.88775
O 3.54468 -7.14504 -0.77159
H -7.88409 0.02552 2.97701
C -1.64846 3.15544 -4.08637
N -7.59336 -1.86844 1.07474
H 4.76635 3.57942 -4.99349
O 2.19808 0.10660 6.00208
H 7.37798 5.11364 3.76122
C -2.00611 -1.62408 -5.71500
C 3.29873 0.87406 6.34910
H 2.81645 -6.31314 4.09972
H -1.10546 0.44116 6.65253
H 3.09112 6.62037 0.73658
C 0.12116 -2.19599 -1.53704
C -6.55522 -1.00792 1.58102
H 2.06296 -4.12376 3.46362
H 6.01846 -1.71768 1.90667
O -2.92120 2.13354 2.12729

=====

Record 2
10
Properties=species:S:1:pos:R:3 method="wB97M-V/def2-TZVPD" homo_ev=-8.811 smiles="S=c1nc(SS)[nH]o1" homo_lumo_gap_ev=8.10 multiplicity=1 charge=0
C -0.32267 -0.36994 -0.14834
S -1.90096 -0.70275 -0.53765
N 0.24279 0.49688 0.58003
S -2.69535 1.13839 0.02505
C 1.60237 0.32021 0.53026
O 1.94151 -0.57739 -0.48414
N 0.73533 -1.19096 -0.84109
H -3.09258 1.05363 1.28589
H 0.68112 -1.08833 -1.86262
S 2.80843 0.92027 1.45261